3 unconnected molecules or ions with the total composition C5H10NO2 in a non-equilibrium geometry. Source: the OMol25 dataset; level of theory: ωB97M-V/def2-TZVPD.

## Properties
- frontier orbital gap (eV) = 6.554
- ΔE to the lowest compared entry with this formula, charge and spin (kcal per mole) = 101.4

The geometry in ORCA input format:
```
! RIJCOSX wB97M-V def2-TZVPD def2/J DEFGRID3
* xyz -1 1
C 1.03150 0.52283 -0.43743
C 0.35160 1.83766 -0.14056
C -0.36264 2.08038 0.97283
C -0.54655 1.34492 2.18002
N -0.73093 -2.54874 -0.71827
C 0.27728 -2.53299 -1.72296
O 1.45879 -2.59510 -1.31353
O -0.15907 -2.45061 -2.89340
H 2.12150 0.58686 -0.51056
H 0.54113 0.03938 -1.28587
H 0.90461 -0.08052 0.45301
H 0.49333 2.66120 -0.83902
H -1.31508 0.41779 0.90526
H -0.85268 3.05256 0.93740
H -0.51710 -2.30886 0.22992
H -1.17741 1.86466 2.88622
H 0.14950 0.53954 2.35945
H -1.66779 -2.43097 -1.06251
*
```

Results of the Löwdin charge analysis, in e, for atoms 1 through 5:
1 C -0.1028
2 C -0.2259
3 C -0.3678
4 C -0.0196
5 N 0.0741